# 1
{
  "formula": "C32H25MnN5O2PS2",
  "method": "the ωB97M-V functional and the def2-TZVPD basis",
  "elements": ["Mn", "O", "C", "C", "C", "C", "C", "C", "C", "P", "C", "C", "C", "C", "C", "C", "C", "C", "C", "C", "C", "C", "H", "H", "H", "H", "H", "H", "H", "H", "H", "H", "H", "H", "H", "H", "S", "C", "N", "N", "C", "C", "C", "C", "C", "C", "N", "N", "C", "C", "C", "C", "C", "C", "H", "H", "H", "H", "H", "H", "H", "H", "H", "H", "H", "O", "S", "N"],
  "positions_angstrom": [[0.272, 0.168, 0.660], [1.503, 1.227, 2.818], [0.894, 1.620, 1.857], [0.630, 3.066, 1.574], [1.377, 4.096, 2.128], [1.073, 5.402, 1.784], [0.025, 5.677, 0.907], [-0.737, 4.648, 0.373], [-0.426, 3.338, 0.710], [-1.320, 1.836, 0.221], [-2.814, 1.852, 1.262], [-3.890, 1.040, 0.904], [-5.009, 0.960, 1.716], [-5.063, 1.688, 2.898], [-3.995, 2.494, 3.262], [-2.873, 2.577, 2.449], [-1.990, 2.142, -1.445], [-1.391, 1.552, -2.554], [-1.873, 1.820, -3.829], [-2.950, 2.673, -4.003], [-3.557, 3.260, -2.899], [-3.083, 2.993, -1.625], [2.191, 3.860, 2.801], [1.655, 6.218, 2.191], [-0.194, 6.703, 0.640], [-1.552, 4.865, -0.307], [-3.863, 0.482, -0.025], [-5.841, 0.332, 1.426], [-5.938, 1.627, 3.531], [-4.033, 3.064, 4.181], [-2.044, 3.209, 2.742], [-0.541, 0.896, -2.422], [-1.400, 1.357, -4.685], [-3.323, 2.881, -4.997], [-4.402, 3.922, -3.030], [-3.573, 3.437, -0.767], [1.691, 1.022, -0.792], [2.860, -0.305, -0.806], [3.978, -0.093, -1.524], [4.814, -1.141, -1.664], [4.450, -2.475, -2.005], [3.243, -2.787, -2.620], [2.965, -4.101, -2.957], [3.886, -5.110, -2.701], [5.096, -4.791, -2.104], [5.376, -3.479, -1.750], [2.629, -1.403, -0.131], [1.463, -1.386, 0.543], [1.102, -2.575, 1.095], [-0.168, -2.429, 1.899], [-0.990, -3.695, 2.036], [-0.190, -4.935, 2.090], [1.065, -4.930, 1.600], [1.714, -3.782, 1.025], [5.687, -0.850, -2.073], [2.523, -2.006, -2.824], [2.020, -4.338, -3.428], [3.661, -6.134, -2.966], [5.824, -5.565, -1.898], [6.305, -3.227, -1.255], [0.097, -2.042, 2.889], [-1.711, -3.595, 2.849], [-0.644, -5.833, 2.481], [1.623, -5.860, 1.613], [2.662, -3.885, 0.516], [-1.834, -3.687, 0.784], [-2.136, -2.150, 0.385], [-1.005, -1.413, 1.243]],
  "lowdin_spin": [2.223, -0.037, -0.102, -0.025, -0.005, -0.002, -0.001, 0.000, 0.001, -0.020, -0.004, 0.000, 0.001, -0.002, 0.000, -0.002, -0.004, 0.001, 0.000, 0.000, 0.000, -0.002, 0.000, 0.000, 0.000, 0.000, 0.000, 0.000, 0.000, 0.000, 0.000, 0.001, 0.000, 0.000, 0.000, 0.000, -0.016, -0.025, 0.376, 0.173, 0.014, 0.016, 0.001, 0.015, 0.000, 0.014, 0.230, 0.066, 0.016, 0.027, 0.013, 0.044, 0.003, 0.059, 0.001, 0.002, 0.000, 0.001, 0.000, 0.001, 0.006, 0.001, 0.003, -0.001, 0.006, 0.097, 0.416, 0.418],
  "lumo_energy_ev": [-0.18, -1.00],
  "homo_energy_ev": [-6.36, -6.81],
  "spin_multiplicity": 5
}

---

# 2
{
  "formula": "C36H42KN10O3P2Te",
  "method": "the ωB97M-V functional and the def2-TZVPD basis",
  "elements": ["K", "C", "N", "C", "C", "N", "C", "P", "C", "N", "C", "C", "N", "C", "C", "N", "C", "C", "N", "C", "H", "H", "H", "H", "H", "H", "H", "H", "H", "H", "H", "H", "H", "H", "H", "N", "C", "C", "N", "C", "C", "N", "C", "C", "N", "H", "H", "H", "H", "H", "H", "C", "C", "O", "P", "O", "Te", "O", "C", "C", "H", "H", "H", "H", "H", "H", "H", "H", "H", "H", "C", "C", "C", "C", "C", "C", "C", "C", "C", "C", "C", "C", "C", "C", "H", "H", "H", "H", "H", "H", "H", "H", "H", "H", "H"],
  "positions_angstrom": [[-0.260, -1.070, 0.834], [-3.413, -0.169, 6.222], [-2.488, -0.698, 5.245], [-2.062, -1.996, 5.159], [-1.212, -2.042, 4.088], [-1.123, -0.816, 3.514], [-1.892, -0.023, 4.219], [-2.190, 1.725, 3.873], [-2.831, 1.570, 2.168], [-2.709, 0.535, 1.367], [-3.404, 0.842, 0.236], [-3.985, 2.069, 0.361], [-3.636, 2.529, 1.602], [-4.128, 3.760, 2.177], [-0.459, 2.276, 3.659], [0.613, 1.523, 3.741], [1.672, 2.360, 3.574], [1.239, 3.644, 3.402], [-0.126, 3.592, 3.483], [-1.002, 4.731, 3.356], [-3.658, -0.959, 6.929], [-4.332, 0.173, 5.743], [-2.966, 0.664, 6.764], [-2.400, -2.747, 5.849], [-0.697, -2.892, 3.674], [-3.440, 0.170, -0.604], [-4.600, 2.648, -0.304], [-5.192, 3.858, 1.961], [-3.605, 4.626, 1.766], [-3.991, 3.735, 3.255], [2.684, 1.994, 3.580], [1.756, 4.570, 3.228], [-0.448, 5.631, 3.621], [-1.846, 4.627, 4.038], [-1.362, 4.838, 2.331], [3.553, 1.556, -0.435], [4.260, 0.382, -0.315], [3.370, -0.535, 0.165], [2.139, 0.044, 0.323], [2.277, 1.291, -0.054], [1.194, 2.255, -0.082], [0.066, 2.119, 0.576], [-0.665, 3.228, 0.242], [0.034, 4.032, -0.607], [1.240, 3.414, -0.802], [3.862, 2.404, -0.881], [5.296, 0.307, -0.585], [3.529, -1.573, 0.394], [-1.667, 3.366, 0.603], [-0.239, 4.918, -1.149], [1.764, 3.510, -1.685], [2.989, -3.130, -2.345], [1.529, -3.511, -2.429], [0.837, -3.200, -1.228], [0.494, -4.215, -0.017], [-0.512, -3.476, 0.793], [-0.005, -6.399, -0.792], [1.872, -4.218, 0.844], [2.880, -5.206, 0.729], [4.140, -4.660, 1.367], [3.461, -3.300, -3.314], [3.522, -3.721, -1.597], [3.095, -2.076, -2.091], [1.395, -4.580, -2.644], [1.032, -2.930, -3.210], [3.043, -5.461, -0.324], [2.539, -6.119, 1.225], [4.515, -3.801, 0.811], [4.918, -5.425, 1.383], [3.940, -4.345, 2.389], [-2.206, -3.658, -5.693], [-2.158, -4.079, -4.372], [-1.766, -3.200, -3.373], [-1.406, -1.888, -3.679], [-1.451, -1.477, -5.013], [-1.848, -2.352, -6.008], [-0.956, -0.984, -2.591], [-0.351, 0.160, -2.786], [0.383, 1.225, -3.107], [-0.184, 2.527, -3.437], [0.599, 3.588, -3.783], [2.012, 3.531, -3.784], [2.579, 2.266, -3.526], [1.836, 1.169, -3.194], [-2.514, -4.342, -6.473], [-2.416, -5.098, -4.113], [-1.707, -3.542, -2.346], [-1.161, -0.459, -5.247], [-1.877, -2.016, -7.038], [-1.052, -1.478, -1.625], [-1.261, 2.634, -3.427], [0.106, 4.522, -4.043], [2.610, 4.353, -4.152], [3.660, 2.146, -3.581], [2.326, 0.228, -2.978]],
  "lowdin_charge": [0.687, -0.052, -0.139, -0.060, -0.115, 0.030, -0.492, 1.151, -0.470, 0.057, -0.119, -0.080, -0.158, -0.054, -0.480, 0.084, -0.149, -0.083, -0.134, -0.045, 0.085, 0.084, 0.081, 0.110, 0.104, 0.106, 0.116, 0.092, 0.081, 0.052, 0.096, 0.110, 0.091, 0.070, 0.063, 0.114, -0.089, -0.137, 0.067, -0.298, -0.283, 0.146, -0.148, -0.094, 0.119, 0.147, 0.101, 0.090, 0.069, 0.107, 0.097, -0.059, -0.301, -0.332, 0.028, -0.514, 0.277, -0.304, -0.371, -0.080, 0.078, 0.057, 0.052, 0.053, 0.108, 0.079, 0.088, 0.057, 0.072, 0.076, -0.119, -0.090, -0.052, -0.233, -0.041, -0.107, -0.112, 0.000, -0.260, -0.089, -0.185, -0.201, -0.186, -0.083, 0.087, 0.097, 0.098, 0.109, 0.090, 0.049, 0.096, 0.091, 0.064, 0.091, 0.093],
  "total_charge": -1,
  "lumo_energy_ev": 1.87,
  "homo_energy_ev": -2.68,
  "spin_multiplicity": 1
}

---

# 3
{
  "formula": "C3H4N2O2",
  "method": "the ωB97M-V functional and the def2-TZVPD basis",
  "elements": ["N", "N", "C", "C", "O", "C", "O", "H", "H", "H", "H"],
  "positions_angstrom": [[-1.661, -1.107, 0.090], [-0.382, -0.585, -0.040], [0.783, -1.334, -0.089], [1.758, -0.304, 0.035], [1.185, 0.977, 0.037], [-0.173, 0.814, -0.051], [-1.063, 1.665, -0.039], [-2.139, -0.778, 0.946], [-2.265, -0.821, -0.688], [0.707, -2.377, -0.279], [2.804, -0.377, 0.329]],
  "lowdin_charge": [0.078, -0.146, 0.011, -0.063, 0.073, -0.457, 0.073, 0.110, 0.101, 0.109, 0.111],
  "lumo_energy_ev": 0.85,
  "homo_energy_ev": -8.56,
  "smiles": "Nn1ccoc1=O",
  "spin_multiplicity": 1
}

---

# 4
{
  "formula": "C5H8O2",
  "method": "the ωB97M-V functional and the def2-TZVPD basis",
  "elements": ["C", "C", "O", "C", "C", "C", "O", "H", "H", "H", "H", "H", "H", "H", "H"],
  "positions_angstrom": [[1.990, 0.168, 1.230], [0.666, 0.127, 1.248], [-0.094, 1.218, 0.910], [-1.238, 0.942, 0.166], [-1.131, 0.682, -1.364], [-1.539, -0.380, -0.432], [-1.798, -1.539, -0.264], [2.522, 1.057, 0.905], [2.560, -0.693, 1.559], [0.098, -0.750, 1.554], [-2.081, 1.558, 0.474], [-1.836, 1.186, -2.021], [-0.121, 0.576, -1.761], [1.327, -1.991, -0.972], [0.690, -2.341, -1.129]],
  "lowdin_charge": [0.030, -0.237, -0.044, -0.219, 0.022, -0.366, 0.106, 0.066, 0.058, 0.126, 0.157, 0.112, 0.121, 0.033, 0.036],
  "lumo_energy_ev": 0.49,
  "homo_energy_ev": -9.35,
  "smiles": "C=CO[C@H]1CC1=O.[H][H]",
  "spin_multiplicity": 1
}

---

# 5
{
  "formula": "C26H15Cl6N4O3STi",
  "method": "the ωB97M-V functional and the def2-TZVPD basis",
  "elements": ["Ti", "Cl", "C", "C", "Cl", "C", "Cl", "C", "O", "C", "Cl", "C", "Cl", "N", "C", "C", "C", "C", "C", "C", "N", "C", "C", "C", "S", "C", "N", "H", "H", "H", "H", "H", "H", "H", "Cl", "C", "C", "O", "O", "H", "H", "C", "C", "C", "C", "C", "C", "C", "C", "N", "H", "H", "H", "H", "H", "H"],
  "positions_angstrom": [[10.014, 13.522, 8.950], [6.894, 6.919, 8.204], [7.393, 8.488, 8.659], [8.361, 8.771, 9.631], [9.337, 7.467, 10.349], [8.672, 10.026, 10.037], [9.850, 10.440, 11.237], [8.180, 11.110, 9.327], [8.576, 12.320, 9.545], [7.204, 10.866, 8.333], [6.705, 12.138, 7.301], [6.739, 9.578, 8.102], [5.441, 9.398, 6.973], [13.095, 15.989, 10.601], [13.880, 15.580, 9.449], [15.076, 16.118, 9.011], [15.551, 15.560, 7.857], [14.836, 14.567, 7.147], [13.595, 14.134, 7.632], [13.181, 14.569, 8.886], [11.963, 14.336, 9.510], [11.925, 15.243, 10.557], [10.872, 15.191, 11.445], [10.733, 15.772, 12.663], [9.439, 15.048, 13.491], [9.066, 14.152, 12.098], [9.876, 14.292, 11.116], [13.251, 16.942, 11.020], [15.451, 16.957, 9.558], [16.434, 15.983, 7.461], [15.220, 14.257, 6.203], [13.075, 13.434, 7.134], [11.201, 16.573, 13.241], [8.259, 13.454, 12.091], [10.031, 9.268, 6.581], [11.524, 10.310, 6.790], [11.280, 11.832, 6.556], [11.930, 12.257, 5.646], [10.580, 12.497, 7.402], [12.350, 9.972, 6.208], [11.850, 10.055, 7.797], [8.875, 15.108, 7.978], [9.395, 16.350, 8.410], [8.920, 17.092, 9.519], [9.627, 18.176, 10.043], [10.807, 18.546, 9.500], [11.302, 17.901, 8.333], [10.575, 16.859, 7.827], [11.620, 19.603, 10.067], [12.398, 20.359, 10.462], [8.971, 15.037, 6.855], [7.873, 15.016, 8.287], [8.015, 16.788, 9.955], [9.198, 18.742, 10.847], [12.351, 18.109, 7.926], [10.950, 16.323, 6.976]],
  "lowdin_spin": [0.990, 0.000, 0.001, 0.000, 0.000, 0.001, 0.002, 0.003, 0.010, 0.001, 0.001, 0.000, 0.000, 0.097, 0.003, 0.007, 0.018, 0.006, 0.018, 0.002, 0.109, 0.205, 0.101, 0.252, 0.099, -0.024, 0.030, 0.007, 0.000, 0.001, 0.000, 0.001, 0.019, -0.002, 0.000, 0.000, 0.009, 0.018, 0.017, 0.000, 0.000, -0.004, 0.003, -0.004, 0.002, -0.002, 0.001, -0.002, 0.000, 0.000, 0.003, 0.001, 0.000, 0.001, 0.000, 0.000],
  "total_charge": -1,
  "lumo_energy_ev": [2.21, 2.20],
  "homo_energy_ev": [-2.66, -5.52],
  "spin_multiplicity": 3
}

---

# 6
{
  "formula": "C5H11NO",
  "method": "the ωB97M-V functional and the def2-TZVPD basis",
  "elements": ["C", "C", "C", "N", "C", "O", "C", "H", "H", "H", "H", "H", "H", "H", "H", "H", "H", "H"],
  "positions_angstrom": [[-2.065, 0.079, -0.938], [-2.063, 1.021, 0.002], [-0.252, 0.301, 1.816], [0.395, -0.547, 1.123], [1.170, 0.010, -0.198], [1.196, 1.264, -0.231], [2.503, -0.747, -0.319], [-2.704, -0.800, -0.878], [-1.432, 0.171, -1.815], [0.275, -0.607, -0.763], [-1.403, 1.880, -0.080], [-2.710, 0.960, 0.876], [0.055, 1.345, 1.723], [-1.085, 0.006, 2.442], [-0.050, -1.427, 0.830], [2.743, -0.777, -1.383], [2.463, -1.769, 0.072], [3.321, -0.213, 0.182]],
  "lowdin_charge": [-0.080, -0.106, 0.016, 0.027, -0.623, -0.108, -0.048, 0.055, 0.055, 0.134, 0.061, 0.057, 0.103, 0.096, 0.144, 0.072, 0.064, 0.080],
  "lumo_energy_ev": [0.18, 0.18],
  "homo_energy_ev": [-8.28, -8.28],
  "spin_multiplicity": 1
}

---

For the records above, the corresponding relative energy (zero: lowest compared OMol25 entry of this formula, charge and spin) values read 1.369 0.860 2.817 4.167 0.161 4.252 eV.
For the records above, the corresponding largest force on an atom values read 0.73 0.96 5.26 0.66 3.79 1.81 eV/A.